# 1
{
  "formula": "C3H9N2OS",
  "method": "ωB97M-V with the def2-TZVPD basis set",
  "relative_energy_ev": 2.929,
  "homo_energy_ev": -13.62,
  "max_force_ev_per_a": 3.92,
  "total_charge": 1,
  "total_energy_ev": -19111.0125,
  "orbital_gap_ev": 8.5,
  "symbols": ["C", "C", "C", "N", "N", "O", "S", "H", "H", "H", "H", "H", "H", "H", "H", "H"],
  "coordinates": [[-0.138908, 0.883476, -0.029223], [2.093166, 1.775835, 0.279977], [-1.038822, -3.041957, 0.288721], [-1.435478, 0.849052, -0.105675], [0.652116, 1.867644, 0.212120], [-0.511810, -2.148626, -0.690687], [0.818697, -1.334722, -0.405142], [2.540383, 2.157412, -0.640262], [2.385222, 0.735839, 0.412998], [2.459517, 2.373783, 1.115090], [-0.753394, -2.757605, 1.303641], [-0.668378, -4.048193, 0.075992], [-2.122414, -3.034512, 0.179899], [-2.022716, 1.670985, 0.014171], [-1.900651, -0.015217, -0.349577], [0.274808, 2.810471, 0.326551]],
  "atomic_forces_ev_per_a": [[1.278, -3.690, -0.390], [0.774, -0.001, -0.163], [-0.327, -0.712, 0.727], [-0.437, 0.411, -0.018], [-0.486, 0.885, 0.133], [0.170, 0.539, -0.612], [-1.085, 2.773, 0.420], [-0.050, -0.056, 0.066], [0.006, 0.102, 0.092], [-0.069, -0.171, -0.014], [0.027, 0.113, -0.135], [-0.029, 0.180, 0.003], [0.076, 0.042, -0.011], [0.093, -0.158, -0.047], [0.116, 0.014, -0.007], [-0.057, -0.271, -0.043]],
  "mulliken_charge": [0.287, -0.666, -0.581, -0.252, -0.142, -0.249, 0.174, 0.305, 0.228, 0.307, 0.337, 0.286, 0.255, 0.219, 0.225, 0.267]
}

***

# 2
{
  "formula": "C3H9N2OSi",
  "method": "ωB97M-V with the def2-TZVPD basis set",
  "relative_energy_ev": 0.000,
  "homo_energy_ev": [-9.38, -14.30],
  "max_force_ev_per_a": 11.27,
  "total_charge": 1,
  "spin_multiplicity": 3,
  "total_energy_ev": -16148.8177,
  "orbital_gap_ev": [6.2, 7.4],
  "symbols": ["C", "C", "C", "N", "N", "O", "Si", "H", "H", "H", "H", "H", "H", "H", "H", "H"],
  "coordinates": [[-0.139965, -0.423495, -0.309038], [-1.474822, 1.093689, -0.503421], [-0.756835, 0.534139, 0.737045], [-0.827497, 0.023892, -1.285030], [0.086746, 1.465069, 1.675399], [0.747314, -1.364265, -0.020229], [1.577250, -2.324761, -1.320895], [-2.476850, 0.858529, -0.663340], [-1.246609, 2.114615, -0.845903], [-1.575390, 0.297874, 1.519056], [0.799937, 1.911791, 1.133306], [0.430847, 0.925713, 2.449906], [-0.542145, 2.080108, 2.067486], [2.013730, -3.410329, -0.319284], [0.720642, -2.391950, -2.518027], [2.663646, -1.390619, -1.797033]],
  "atomic_forces_ev_per_a": [[4.738, -0.193, 10.226], [3.141, 0.345, -0.899], [-2.622, -1.477, 0.795], [-4.385, 1.727, -7.890], [0.728, -2.015, -1.838], [-0.429, -0.373, -2.407], [0.635, 1.103, 1.600], [-2.025, 0.057, 0.456], [-0.019, -0.231, 0.095], [1.170, -0.660, -0.826], [0.906, 0.548, -0.048], [0.774, -0.529, 0.286], [-1.739, 2.324, 0.957], [-0.364, 0.514, -1.350], [-0.292, -0.574, 0.398], [-0.218, -0.567, 0.444]],
  "mulliken_spin": [0.529, -0.007, 0.214, 0.874, 0.134, 0.210, 0.003, 0.022, 0.029, 0.068, -0.044, -0.014, -0.033, 0.000, 0.004, 0.010]
}

***

# 3
{
  "formula": "C3H9N2PS",
  "method": "ωB97M-V with the def2-TZVPD basis set",
  "relative_energy_ev": 2.455,
  "homo_energy_ev": -8.48,
  "max_force_ev_per_a": 6.39,
  "total_charge": 0,
  "total_energy_ev": -26359.4610,
  "smiles": "CS[C@@H](C)/N=P/N",
  "orbital_gap_ev": 9.0,
  "symbols": ["C", "S", "C", "C", "N", "P", "N", "H", "H", "H", "H", "H", "H", "H", "H", "H"],
  "coordinates": [[-2.083609, -1.415122, 0.844370], [-1.578931, 0.381716, 0.458454], [0.385227, -0.134275, 0.335395], [0.348104, -0.783971, -0.985119], [1.210604, 0.988807, 0.151476], [1.133036, 2.545660, 0.169232], [2.741088, 2.946985, -0.012697], [-1.464141, -2.212076, 0.218223], [-3.148487, -1.451993, 0.604754], [-1.800903, -1.483493, 1.848824], [0.932370, -0.760954, 1.142694], [1.298266, -1.303867, -1.332852], [-0.411271, -1.543504, -0.921741], [-0.004757, -0.075767, -1.705620], [3.367213, 2.268906, -0.086776], [2.979351, 3.734183, 0.640034]],
  "atomic_forces_ev_per_a": [[1.098, 0.442, -2.722], [1.721, -2.183, 0.798], [0.219, 1.450, 0.089], [0.717, -2.508, -1.178], [0.353, 1.181, 0.950], [-0.145, -1.427, 0.198], [-3.225, 5.347, 1.380], [-1.598, 1.805, 1.293], [0.225, -0.375, 0.409], [-0.219, -0.623, 1.537], [-1.886, 0.790, -0.788], [-0.891, 0.894, 0.589], [-0.009, -0.511, -0.558], [0.147, 0.380, -0.536], [3.423, -3.631, -0.196], [0.070, -1.030, -1.266]],
  "mulliken_charge": [-0.798, -0.124, 0.008, -1.138, -0.152, 0.065, -0.506, 0.272, 0.312, 0.278, 0.245, 0.280, 0.356, 0.366, 0.274, 0.262]
}

***

# 4
{
  "formula": "C3H9N2S",
  "method": "ωB97M-V with the def2-TZVPD basis set",
  "relative_energy_ev": 0.377,
  "homo_energy_ev": -2.55,
  "max_force_ev_per_a": 1.54,
  "total_charge": -1,
  "total_energy_ev": -17073.1492,
  "smiles": "NC[C@H](N)C[S-]",
  "orbital_gap_ev": 6.7,
  "symbols": ["N", "C", "C", "N", "C", "S", "H", "H", "H", "H", "H", "H", "H", "H", "H"],
  "coordinates": [[2.377564, -1.370165, -1.079802], [1.000037, -1.466378, -0.546195], [0.352393, -0.106396, -0.262082], [1.122190, 0.502886, 0.880788], [-1.131683, -0.242103, 0.139757], [-1.939999, 1.350175, 0.454573], [2.864862, -0.900057, -0.322953], [2.475153, -0.748643, -1.872927], [1.161813, -1.958352, 0.411302], [0.350628, -1.994012, -1.248293], [0.425676, 0.591987, -1.097180], [1.163423, 1.486222, 0.616578], [0.462108, 0.615341, 1.650464], [-1.662406, -0.634033, -0.737161], [-1.119889, -1.005763, 0.928519]],
  "atomic_forces_ev_per_a": [[0.112, -0.218, 0.437], [0.327, 1.123, -0.809], [-0.075, -0.065, 1.536], [-0.221, 0.680, -0.641], [0.494, 0.045, -1.300], [0.043, 0.093, 0.541], [0.289, 0.060, -0.104], [-0.426, 0.083, -0.106], [-0.643, -0.406, -0.045], [0.145, -0.449, 0.203], [0.040, -0.241, -0.315], [0.380, -0.012, 0.109], [-0.110, -0.400, 0.050], [0.125, -0.485, 0.196], [-0.480, 0.191, 0.247]],
  "mulliken_charge": [-0.730, -0.799, 0.154, -0.736, -0.974, -0.616, 0.306, 0.239, 0.407, 0.355, 0.292, 0.276, 0.270, 0.233, 0.322]
}

***

# 5
{
  "formula": "C3H9N2S",
  "method": "ωB97M-V with the def2-TZVPD basis set",
  "relative_energy_ev": 0.565,
  "homo_energy_ev": -2.56,
  "max_force_ev_per_a": 2.63,
  "total_charge": -1,
  "total_energy_ev": -17072.9614,
  "smiles": "NC[C@@H](N)C[S-]",
  "orbital_gap_ev": 6.7,
  "symbols": ["N", "C", "C", "N", "C", "S", "H", "H", "H", "H", "H", "H", "H", "H", "H"],
  "coordinates": [[2.218752, 0.058728, -0.659286], [0.853777, -0.373889, -0.841320], [-0.039884, -0.135468, 0.377917], [-0.212744, 1.363270, 0.605094], [-1.507151, -0.583070, 0.189808], [-2.724618, -0.283839, 1.487233], [2.658198, -0.451202, 0.109354], [2.109723, 0.954864, -0.181299], [0.359946, 0.253697, -1.598410], [0.768701, -1.420605, -1.188435], [0.531833, -0.490982, 1.287039], [-0.823028, 1.408899, 1.424295], [-0.848372, 1.606284, -0.155349], [-1.479187, -1.669210, -0.003711], [-1.865946, -0.237477, -0.852928]],
  "atomic_forces_ev_per_a": [[0.673, 0.537, 0.693], [-1.588, -0.031, 0.030], [-0.748, 1.640, 1.043], [1.140, -0.630, -0.407], [0.224, -2.086, -1.587], [0.143, 0.323, 0.156], [-0.175, -0.510, -0.350], [0.054, 0.346, -0.438], [0.479, -0.199, -0.325], [0.226, 0.365, 0.225], [-1.096, -0.137, -0.655], [0.003, -0.023, -0.073], [0.064, 0.322, 0.139], [-0.006, -0.095, 0.194], [0.608, 0.179, 1.353]],
  "mulliken_charge": [-0.753, -0.534, 0.137, -0.787, -0.845, -0.620, 0.261, 0.339, 0.293, 0.326, 0.140, 0.251, 0.332, 0.237, 0.224]
}

***

# 6
{
  "formula": "C3H9N2S",
  "method": "ωB97M-V with the def2-TZVPD basis set",
  "relative_energy_ev": 3.040,
  "homo_energy_ev": [0.88, 0.90],
  "max_force_ev_per_a": 2.82,
  "total_charge": -2,
  "spin_multiplicity": 2,
  "total_energy_ev": -17065.9147,
  "orbital_gap_ev": [5.3, 5.3],
  "symbols": ["C", "C", "S", "N", "C", "N", "H", "H", "H", "H", "H", "H", "H", "H", "H"],
  "coordinates": [[0.846769, -0.502185, 0.137187], [2.082569, -0.238723, -0.836192], [3.648898, 0.099757, 0.081908], [-0.397698, -0.498557, -0.617855], [-1.288212, 0.388052, -0.205053], [-2.577383, 0.391713, -0.522774], [0.939555, 0.302520, 0.896573], [1.169971, -1.446553, 0.569983], [2.347488, -1.255387, -1.231012], [1.864857, 0.307145, -1.763079], [1.748629, 1.554097, -0.217448], [-2.981240, 0.152398, 2.382160], [-1.113239, 1.176360, 0.550145], [-2.769784, -0.400647, -1.136434], [-3.521180, -0.029988, 1.911897]],
  "atomic_forces_ev_per_a": [[1.227, 1.483, -2.001], [0.451, -2.778, 0.048], [-0.109, 0.725, -0.132], [0.231, 0.321, 1.357], [-1.048, -1.303, -0.299], [-0.465, 0.610, -0.267], [-0.398, -0.422, 0.049], [-0.605, -0.369, 0.437], [-0.561, 0.401, -0.063], [-0.070, 0.490, 0.595], [0.258, 1.051, 0.258], [0.054, -0.004, 0.336], [0.822, -0.150, -0.045], [0.252, -0.067, -0.092], [-0.039, 0.013, -0.182]],
  "mulliken_spin": [0.109, 0.150, 0.116, -0.012, 0.008, 0.000, -0.043, 0.013, -0.036, -0.039, 0.743, 0.000, -0.008, -0.001, 0.000]
}

***

# 7
{
  "formula": "C3H9N2S",
  "method": "ωB97M-V with the def2-TZVPD basis set",
  "relative_energy_ev": 2.953,
  "homo_energy_ev": -13.86,
  "max_force_ev_per_a": 6.27,
  "total_charge": 1,
  "total_energy_ev": -17063.2137,
  "orbital_gap_ev": 10.1,
  "symbols": ["C", "C", "C", "N", "N", "S", "H", "H", "H", "H", "H", "H", "H", "H", "H"],
  "coordinates": [[-0.373582, 0.084008, -1.326972], [0.063961, 1.248594, -0.444099], [0.082066, -0.844021, 0.701150], [-0.672374, -0.976276, -0.433574], [0.833932, 0.455647, 0.548522], [-0.670131, -0.760918, 2.302324], [-1.217247, 0.215397, -1.914670], [0.469366, -0.075738, -1.995812], [0.604084, 2.117919, -0.870063], [-0.798812, 1.549829, 0.140651], [1.321598, -1.720383, 0.950542], [-0.494409, -1.809967, -0.934664], [1.662738, 0.226115, 0.068447], [1.142015, 0.942343, 1.419885], [-1.953205, -0.652548, 1.788334]],
  "atomic_forces_ev_per_a": [[1.738, 1.745, -0.705], [-1.687, 0.229, 0.663], [4.901, -1.983, 3.372], [-0.210, -0.499, -0.082], [0.931, 1.302, -0.178], [-1.809, -0.519, -0.053], [-1.502, 0.981, -1.181], [0.212, -0.646, -0.285], [-0.242, -0.857, 0.209], [-0.224, 0.694, -0.174], [-3.622, 1.979, -0.965], [-0.254, -1.446, -0.019], [1.716, -0.439, -0.559], [-0.842, -0.532, -0.555], [0.895, -0.010, 0.513]],
  "mulliken_charge": [-0.658, -0.442, -0.267, -0.261, -0.147, -0.151, 0.380, 0.333, 0.369, 0.308, 0.329, 0.259, 0.388, 0.355, 0.202]
}